# 1
The molecule C12H12N2O5, computed with the ωB97M-V functional and the def2-TZVPD basis.

```
31
Properties=species:S:1:pos:R:3:lowdin_charge:R:1
O -1.3949 5.4734 -2.0078 -0.044
O -0.6736 4.0873 -3.6758 -0.082
N -1.3734 1.1508 -0.7387 0.208
O 2.6642 2.0344 -0.6073 0.067
O -0.7272 -3.1892 1.1668 -0.115
O 1.9482 -3.0076 0.7463 -0.093
C -1.3804 4.3983 -2.6516 -0.683
C -0.2047 -2.0496 0.4378 -0.100
C 1.1714 -1.8700 0.4576 -0.223
C -1.0790 -1.0208 -0.0630 0.092
C 1.7794 -0.6627 0.0724 0.107
C 1.2754 1.7824 -0.5829 -0.178
C 0.3809 2.7027 -1.0282 0.091
C -0.4905 0.1967 -0.4009 -0.208
C 0.9122 0.4697 -0.2901 -0.053
N -0.9144 2.3905 -1.1652 -0.020
C -1.9332 -3.0607 1.9071 -0.092
C 2.1636 -3.1527 2.1704 -0.047
C -1.8680 3.1222 -1.8992 -0.086
H 3.1069 1.1953 -0.8426 0.107
H -2.1630 -0.9697 0.0090 0.130
H 2.9304 -0.7813 0.1263 0.167
H 0.8610 3.6750 -1.3313 0.194
H -2.8332 -3.0418 1.2713 0.088
H -2.1239 -3.9753 2.5627 0.110
H -1.8424 -2.2023 2.6266 0.110
H 2.4503 -2.1190 2.5285 0.117
H 3.0035 -3.7289 2.3071 0.048
H 1.3540 -3.7707 2.7149 0.124
H -2.6605 3.4426 -1.2038 0.140
H -2.3388 2.4809 -2.6164 0.123
```

Computed properties:
- ΔE to the lowest compared entry with this formula, charge and spin (eV) = 3.656
- molecular weight (g mol⁻¹) = 264.24
- Kohn-Sham gap (eV) = 5.61
- HOMO energy (eV) = -8.0
- LUMO (Ha) = -0.0868
- net charge = 0

---

# 2
The molecule C12H12N2S2, computed with the ωB97M-V functional and the def2-TZVPD basis.

```
28
Properties=species:S:1:pos:R:3:lowdin_charge:R:1
C -2.8063 -0.5724 0.2467 -0.500
C -3.7787 0.2164 0.7931 -0.027
C -3.9069 1.5625 0.1831 -0.048
C -2.9220 2.1551 -0.7422 -0.070
C -1.8688 1.2882 -0.9075 -0.148
C -1.9044 -0.0422 -0.5823 -0.595
C 2.1310 -0.5298 0.3716 -0.508
C 3.4903 -0.9254 -0.0819 -0.133
C 4.4663 0.0301 -0.3651 -0.122
C 4.2008 1.5083 -0.3002 -0.076
C 2.9829 1.6771 0.2683 -0.123
C 1.9858 0.8178 0.7290 -0.367
H -2.0359 -2.3535 0.1650 0.044
H -3.6743 -2.2151 0.7374 0.119
H -4.6967 -0.0512 1.4615 0.139
H -4.9188 2.2058 0.1287 0.129
H -3.2024 3.1336 -1.1199 0.094
H -1.0529 1.5113 -1.5029 0.073
H 3.7935 -2.0998 -0.0711 0.144
H 5.3627 -0.0861 -1.0703 0.107
H 4.8792 2.2785 -0.7687 0.120
H 2.8009 2.8177 0.4465 0.134
H 0.6944 2.2612 1.8092 0.138
H 0.3131 0.4820 1.8241 0.100
N -2.7297 -1.8040 0.7288 0.088
N 0.7904 1.2943 1.3274 0.069
S -0.6483 -1.0958 -1.1738 0.661
S 0.8290 -1.8686 0.2921 0.557
```

Computed properties:
- ΔE to the lowest compared entry with this formula, charge and spin (eV) = 4.224
- molecular weight (g mol⁻¹) = 248.38
- Kohn-Sham gap (eV) = 7.57
- HOMO energy (eV) = -7.9
- LUMO (Ha) = -0.0120
- SMILES string = Nc1ccccc1SSc1ccccc1N
- net charge = 0

---

# 3
An isolated ion of composition C12H12NO and charge +1, computed with the ωB97M-V functional and the def2-TZVPD basis.

```
26
Properties=species:S:1:pos:R:3:lowdin_spin:R:1
C -1.9806 2.2986 0.4642 0.118
C -1.1171 1.9253 1.4427 0.224
C -1.8694 1.6473 -0.7710 0.107
C -0.1935 0.9120 1.2333 0.063
C -0.0793 0.2001 0.0340 0.133
C -1.0422 0.5270 -0.9395 0.232
C 1.2588 -1.5123 0.8982 0.496
C 0.7595 0.5197 2.2921 0.015
C 0.8821 -0.9815 2.2270 0.072
C 1.1869 -0.5870 -2.7274 0.018
C 0.9076 -1.5366 -1.6042 0.019
C -0.2186 -1.0999 -2.4948 0.022
N 0.7774 -0.9509 -0.1507 0.183
O -1.2956 -0.3062 -1.9897 0.218
H -2.8261 2.8126 0.6370 0.004
H -1.3268 2.2048 2.4384 0.009
H -2.7566 1.7112 -1.3594 0.000
H 1.8517 -2.3557 0.8320 0.037
H 1.6342 1.2277 2.1104 -0.001
H 0.2353 0.7771 3.2572 0.001
H -0.0805 -1.3724 2.2218 0.023
H 1.5041 -1.4853 2.9882 0.001
H 1.5221 0.4414 -2.4867 0.003
H 1.6288 -0.9191 -3.6672 0.002
H 1.3308 -2.5055 -1.5763 0.001
H -0.6932 -1.5925 -3.3096 0.000
```

Computed properties:
- molecular weight (g mol⁻¹) = 186.23
- Kohn-Sham gap (alpha / beta) (eV) = 6.22 / 5.66
- HOMO energy (alpha / beta) (eV) = -9.4 / -13.1
- LUMO (alpha / beta) (Ha) = -0.1159 / -0.2741
- 2S+1 = 3
- net charge = +1

---

# 4
The molecule C12H12S, computed with the ωB97M-V functional and the def2-TZVPD basis.

```
25
Properties=species:S:1:pos:R:3:lowdin_charge:R:1
C 1.3963 2.8092 0.7758 -0.087
C 0.4522 2.0296 1.3982 -0.051
C 2.2677 2.2624 -0.1832 -0.045
C 0.1810 0.7109 0.9009 -0.319
C 0.9385 0.3062 -0.0931 0.009
C 2.0078 0.9966 -0.6387 -0.303
C -2.2189 0.1321 0.4216 -0.053
C -2.4511 -0.9892 -0.2943 -0.136
C -1.1119 0.0009 1.3801 -0.468
C -1.8117 -2.1149 0.1547 -0.515
C 2.8658 0.3322 -1.7369 -0.067
C -1.8922 -3.4770 -0.4526 -0.068
S -0.8562 -1.8298 1.5953 1.058
H 1.5575 3.7300 1.0830 0.046
H -0.2531 2.3756 2.2628 0.132
H 2.9789 2.9114 -0.4998 0.074
H -2.9361 0.9898 0.4352 0.144
H -3.1965 -0.8195 -1.0579 0.126
H -1.1232 0.3636 2.3668 0.079
H 3.0945 1.0549 -2.5829 0.080
H 3.7603 0.0024 -1.2822 0.050
H 2.1726 -0.3350 -2.3308 0.080
H -2.3883 -3.3558 -1.3027 0.027
H -2.4478 -4.0487 0.3469 0.114
H -0.9860 -4.0379 -0.6662 0.093
```

Computed properties:
- ΔE to the lowest compared entry with this formula, charge and spin (eV) = 4.675
- molecular weight (g mol⁻¹) = 188.29
- Kohn-Sham gap (alpha / beta) (eV) = 4.93 / 3.77
- HOMO energy (alpha / beta) (eV) = -6.3 / -5.6
- LUMO (alpha / beta) (Ha) = -0.0506 / -0.0689
- net charge = 0